Below is a structure of composition CH4NO2S in a non-equilibrium geometry, with properties calculated with wB97M-V/def2-TZVPD.

For the electronic energy, the calculation gives -643.8784 a.u. The relative energy (zero: lowest compared OMol25 entry of this formula, charge and spin) comes out at 96.9 kcal per mole. The net charge is -1. For the HOMO-LUMO gap, the calculation gives 6.94 eV.

Each line ends with the natural charge from an NBO analysis.
CARTESIAN COORDINATES (ANGSTROEM)
C 0.69107 0.10662 0.36199  -0.58
N -0.75479 -0.16941 -0.37154  -0.92
O 3.64059 1.05511 -0.47495  -1.01
O 3.37843 -1.28818 -0.22087  -1.01
S 3.07334 -0.01309 0.30895  1.59
H -0.45200 -0.50041 -1.32314  0.34
H 0.74813 -0.47454 1.38951  0.13
H 0.58980 1.10425 0.61887  0.13
H -1.33069 -0.91722 0.07058  0.33

Below is a cluster of 10 separate species, C47H69Cl2F3N3O27 in total in a non-equilibrium geometry, with properties calculated with wB97M-V/def2-TZVPD.

For the electronic energy, the calculation gives -5247.4342 a.u. The net charge is +1. For the HOMO-LUMO gap, the calculation gives 7.35 eV.

Each line ends with the Löwdin charge.
CARTESIAN COORDINATES (ANGSTROEM)
C -1.00341 -3.92185 6.45018  -0.12
C -1.54875 -2.34476 6.35107  -0.18
C -0.50257 -1.40466 5.52820  -0.19
F -0.69416 0.02676 5.94365  -0.10
C -0.50014 -1.53706 3.91053  0.05
C 0.65862 -0.84828 2.94857  0.02
C 1.93506 0.03456 3.48626  -0.12
C 3.00372 -0.96857 4.22926  -0.17
C 4.44935 -1.11854 3.44437  -0.13
F 4.94947 0.15097 2.85373  -0.13
N 0.28943 -1.15207 1.51397  0.05
C 0.94683 -0.75098 0.20883  -0.19
F 2.39498 -0.40085 0.33670  -0.06
C 0.12862 0.46749 -0.59196  -0.14
C 0.61786 1.90609 0.02996  -0.10
C -0.97593 -1.97744 1.43598  -0.06
C -1.69938 -2.47508 0.03556  -0.47
Cl -3.22965 -1.52895 -0.54474  0.67
C -1.14403 -3.65609 -0.68219  -0.55
C -1.81123 -4.24128 -2.06235  -0.11
Cl 0.36795 -4.46587 0.02311  0.59
N -1.39534 -2.19011 2.89167  -0.01
C -2.62823 -2.99841 3.20703  -0.13
C -3.97991 -2.02160 3.21066  -0.16
C -5.15093 -2.86559 2.43464  -0.23
C -6.50122 -2.01414 2.06665  -0.18
C -6.37450 -0.38965 2.24458  -0.27
N -6.47356 0.02872 3.69534  -0.04
H -0.12414 -4.09347 5.67314  0.09
H -0.66876 -4.18046 7.54714  0.09
H -1.92140 -4.61717 6.14103  0.09
H -1.55201 -1.96045 7.47255  0.13
H -2.66894 -2.30740 5.96389  0.10
H 0.59071 -1.69784 5.90820  0.16
H 1.48432 0.82003 4.26358  0.13
H 2.44800 0.69528 2.64914  0.12
H 2.52715 -2.05561 4.25369  0.12
H 3.14664 -0.66099 5.37029  0.11
H 4.27450 -1.92201 2.59430  0.13
H 5.22362 -1.53294 4.23427  0.13
H 0.91473 -1.68499 -0.52950  0.14
H -1.04475 0.30081 -0.46776  0.08
H 0.31482 0.40232 -1.76911  0.12
H -0.23673 2.72820 0.06073  0.09
H 0.94265 1.70385 1.14986  0.07
H 1.56954 2.28966 -0.56311  0.08
H -1.77492 -3.40504 -2.91126  0.11
H -1.07947 -5.09883 -2.44880  0.10
H -2.90276 -4.64762 -1.95052  0.10
H -2.79486 -3.72633 2.27486  0.13
H -2.55507 -3.69679 4.14075  0.12
H -3.69146 -1.11644 2.48780  0.10
H -4.26613 -1.62959 4.27512  0.10
H -5.45395 -3.76924 3.14732  0.11
H -4.77385 -3.37941 1.42467  0.10
H -6.79505 -2.23807 0.93310  0.12
H -7.38451 -2.48948 2.70486  0.12
H -5.39365 0.01742 1.73566  0.09
H -7.27350 0.10294 1.64592  0.12
H -7.34702 -0.36992 4.14499  0.08
H -6.44994 1.07303 3.80683  0.08
C -3.62608 2.42462 -1.27379  -0.14
C -4.60224 1.74042 -0.37269  -0.18
O -5.78986 2.48856 -0.55151  0.07
C -5.69826 3.09286 -1.77220  -0.51
O -6.61660 3.67804 -2.32167  0.14
O -4.44586 2.95599 -2.29779  0.07
H -2.88695 1.73362 -1.68833  0.12
H -3.10368 3.24830 -0.77607  0.13
H -4.78950 0.70313 -0.66979  0.06
H -4.28603 1.75882 0.67389  0.13
C 4.30579 -1.05775 -3.97787  -0.15
C 3.92249 0.38142 -3.85597  -0.13
O 2.51738 0.35908 -4.02113  0.07
C 2.09782 -0.89508 -3.68242  -0.52
O 0.92928 -1.21714 -3.54652  0.10
O 3.15609 -1.74091 -3.51479  0.06
H 5.17803 -1.30945 -3.36839  0.14
H 4.49866 -1.35286 -5.01460  0.12
H 4.15612 0.79416 -2.86887  0.14
H 4.39329 1.00375 -4.62194  0.12
C -7.15353 -1.59766 8.12815  -0.13
C -5.73333 -1.97001 8.40629  -0.14
O -5.40023 -2.81562 7.32181  0.05
C -6.24513 -2.49879 6.29740  -0.50
O -6.12961 -2.91327 5.15611  0.11
O -7.23494 -1.65730 6.71650  0.06
H -7.39941 -0.59504 8.48861  0.14
H -7.86463 -2.31340 8.55376  0.14
H -5.06433 -1.10303 8.39729  0.14
H -5.61992 -2.49659 9.35788  0.14
C -6.02755 -1.74389 -5.06102  -0.14
C -5.18995 -0.50753 -5.00772  -0.15
O -5.40974 -0.02182 -3.69703  0.07
C -5.79716 -1.08849 -2.93823  -0.52
O -5.90600 -1.06636 -1.72360  0.06
O -6.04573 -2.18271 -3.71564  0.07
H -5.59842 -2.50982 -5.71282  0.13
H -7.05495 -1.53963 -5.38010  0.14
H -4.12280 -0.71979 -5.13199  0.13
H -5.49398 0.23348 -5.75211  0.14
C 8.08684 2.07797 -7.21063  -0.12
C 6.88150 2.87535 -6.83071  -0.12
O 5.93803 1.88563 -6.46679  0.07
C 6.64620 0.77504 -6.10801  -0.48
O 6.16009 -0.21064 -5.57903  0.11
O 7.96871 0.91188 -6.41739  0.07
H 9.02013 2.60354 -6.99064  0.13
H 8.08132 1.78903 -8.26683  0.14
H 7.06438 3.52410 -5.96759  0.10
H 6.50651 3.48292 -7.65889  0.15
C 10.89379 3.84610 -3.98601  -0.13
C 9.91763 3.16190 -3.08492  -0.13
O 8.73002 3.91004 -3.26374  0.04
C 8.82162 4.51434 -4.48443  -0.51
O 7.90328 5.09952 -5.03389  0.12
O 10.07402 4.37747 -5.01001  0.07
H 11.63293 3.15510 -4.40055  0.14
H 11.41620 4.66978 -3.48829  0.14
H 9.73038 2.12461 -3.38201  0.14
H 10.23384 3.18030 -2.03834  0.14
C 3.07596 1.60521 7.86288  -0.15
C 4.10470 1.96136 6.83924  -0.15
O 4.90328 2.92354 7.50150  0.07
C 4.75233 2.71023 8.84142  -0.51
O 5.42610 3.24755 9.70456  0.14
O 3.75025 1.81693 9.08903  0.07
H 2.74498 0.56661 7.77680  0.13
H 2.20091 2.26229 7.82267  0.14
H 4.73386 1.10820 6.56434  0.13
H 3.66136 2.38269 5.93283  0.14
C 6.52566 4.06678 -1.08519  -0.14
C 6.14237 5.50595 -0.96329  -0.13
O 4.73726 5.48361 -1.12845  0.07
C 4.31770 4.22946 -0.78974  -0.50
O 3.14916 3.90739 -0.65384  0.12
O 5.37597 3.38362 -0.62210  0.06
H 7.39791 3.81508 -0.47570  0.14
H 6.71854 3.77168 -2.12191  0.12
H 6.37600 5.91870 0.02381  0.14
H 6.61317 6.12829 -1.72925  0.14
C -6.52404 -2.19603 -9.51713  -0.13
C -5.49530 -1.83988 -10.54077  -0.13
O -4.69672 -0.87769 -9.87850  0.07
C -4.84767 -1.09100 -8.53859  -0.49
O -4.17390 -0.55368 -7.67545  0.13
O -5.84975 -1.98431 -8.29098  0.05
H -6.85502 -3.23462 -9.60321  0.14
H -7.39909 -1.53894 -9.55734  0.14
H -4.86614 -2.69304 -10.81567  0.14
H -5.93864 -1.41854 -11.44718  0.14